1.
C28H70HfNO15 as an isolated structure, computed with ωB97M-V/def2-TZVPD.

The LUMO energy (spin up / spin down) comes out at -10.2 / -10.6 eV. The spin multiplicity is 2. The net charge is +2. The expectation value of S² is 0.82. The energy comes out at -63645.111 eV.

Element x y z (Å)
1 Hf -1.97072 11.96130 13.28668
2 C -5.63820 9.78789 11.31266
3 C -4.10194 9.93877 11.03166
4 C -3.78671 10.45413 9.67466
5 O -3.49365 10.69734 12.02933
6 H -6.10762 9.14986 10.56389
7 H -5.90731 10.83670 11.18749
8 H -5.93613 9.51974 12.32628
9 H -3.81880 8.89393 10.90417
10 H -2.71402 10.46784 9.48166
11 H -4.22788 11.44512 9.56785
12 H -4.27559 9.98174 8.82263
13 C -6.81947 13.63667 10.52019
14 N -7.66259 13.00599 9.47951
15 O -8.82987 12.66585 9.74067
16 O -7.16131 12.90842 8.38351
17 H -5.94266 14.06634 10.03575
18 H -6.52743 12.77026 11.11360
19 H -7.35300 14.35567 11.14188
20 C -7.69235 8.01026 14.69293
21 O -7.81595 9.36897 15.04709
22 C -8.43370 10.20837 14.09297
23 C -9.85645 9.80891 13.66724
24 O -10.98298 9.93365 14.51938
25 C -11.12100 11.19229 15.12146
26 H -7.02967 7.49020 15.38466
27 H -7.22580 7.72957 13.74866
28 H -8.61464 7.42980 14.71642
29 H -7.68519 10.01388 13.32485
30 H -8.31392 11.21018 14.50545
31 H -9.81469 8.73358 13.49394
32 H -10.24024 10.20528 12.72719
33 H -12.16781 11.23812 15.42175
34 H -10.99332 12.03308 14.43964
35 H -10.49319 11.26844 16.00925
36 C -6.59861 7.72021 6.70969
37 O -7.99958 7.59622 6.92865
38 C -8.20000 6.41147 7.70791
39 C -7.69501 6.53556 9.18750
40 O -8.34353 7.52060 9.97537
41 C -8.58344 8.88122 9.51496
42 H -6.17216 6.81841 6.27037
43 H -6.09161 8.11240 7.59130
44 H -6.32032 8.55128 6.06163
45 H -7.72149 5.58692 7.17947
46 H -9.26231 6.16863 7.68281
47 H -6.65062 6.82158 9.31216
48 H -7.75253 5.58942 9.72566
49 H -7.65914 9.23105 9.05519
50 H -8.81526 9.39036 10.45044
51 H -9.43810 8.85976 8.83878
52 C -4.04156 8.21492 15.03478
53 O -4.09077 9.63649 14.71806
54 C -4.70050 10.44144 15.76622
55 C -4.81263 11.76563 15.09287
56 O -3.49995 12.47196 15.05685
57 C -3.19655 13.08322 16.27233
58 H -4.80852 7.91371 15.74833
59 H -3.09293 7.90243 15.47129
60 H -4.11389 7.71745 14.06762
61 H -4.16987 10.56778 16.70991
62 H -5.68632 10.08493 16.06481
63 H -5.59716 12.41933 15.47402
64 H -5.18640 11.74306 14.06921
65 H -4.13518 13.45848 16.68007
66 H -2.56355 13.94425 16.05774
67 H -2.68012 12.33698 16.87609
68 C -2.70994 7.77034 6.53169
69 O -1.42867 8.13355 6.03206
70 C -0.54744 7.07249 5.63024
71 C 0.79004 7.67556 5.13060
72 O 1.47945 8.47145 6.05083
73 C 2.25185 7.82319 7.00617
74 H -3.24718 8.54333 7.08120
75 H -2.75850 6.92372 7.21651
76 H -3.44971 7.48056 5.78545
77 H -1.15663 6.54905 4.89336
78 H -0.25580 6.33943 6.38236
79 H 0.57606 8.31737 4.27596
80 H 1.35028 6.87281 4.65121
81 H 1.53931 7.43332 7.73307
82 H 2.92505 8.50378 7.52741
83 H 2.77453 6.94667 6.62323
84 C -1.48417 11.26765 6.84499
85 O -0.73688 12.39972 7.21664
86 C -1.65726 13.50486 7.27485
87 C -0.92994 14.84006 7.11645
88 O -0.05847 15.00551 8.20216
89 C 0.31864 16.39825 8.21934
90 H -1.61238 11.43213 5.77512
91 H -2.48480 11.09105 7.23950
92 H -0.93572 10.34509 7.03519
93 H -2.30651 13.46605 8.14953
94 H -2.30226 13.30282 6.41971
95 H -1.62894 15.66291 6.96672
96 H -0.35312 14.77297 6.19402
97 H 1.20508 16.61283 8.81623
98 H -0.49255 17.00420 8.62296
99 H 0.65870 16.77836 7.25603
100 C 0.45865 4.17707 11.81527
101 O 0.56195 5.56234 11.46078
102 C 1.86215 6.06150 11.66371
103 C 1.76244 7.57005 11.35590
104 O 1.15612 7.80270 10.05218
105 C -0.11026 8.36223 10.08784
106 H 0.79455 3.98911 12.83505
107 H 1.05625 3.61959 11.09403
108 H -0.59108 3.88419 11.79506
109 H 2.65624 5.57515 11.09715
110 H 2.16419 5.85862 12.69119
111 H 2.72807 8.06935 11.27613
112 H 1.18933 8.10252 12.11492
113 H -0.14805 9.25036 10.71862
114 H -0.75470 7.56365 10.45536
115 H -0.59047 8.79207 9.20879

Here are the Löwdin charges for atoms 1 to 8, given in e: 2.041, 0.014, -0.519, -0.054, -0.317, 0.077, 0.056, 0.061

***

2.
C31H22BrCl3CoFN5O2 as an isolated structure, computed with ωB97M-V/def2-TZVPD.

The LUMO energy (spin up / spin down) comes out at -1.2 / -0.8 eV. The spin multiplicity is 4. The expectation value of S² is 3.82. The energy comes out at -192002.729 eV.

Element x y z (Å)
1 Co 0.38010 -0.15260 -0.60306
2 C 1.22681 2.91932 0.25265
3 O 0.19741 1.99095 -0.08066
4 C -1.09522 2.30395 0.22220
5 C -1.53420 3.59777 0.44442
6 C -2.87872 3.82654 0.70509
7 C -3.77178 2.76907 0.74330
8 C -3.32569 1.47454 0.52709
9 C -1.98475 1.22839 0.26698
10 N -1.46737 -0.07274 0.00370
11 N -2.34312 -0.97268 -0.10543
12 C -2.08074 -2.26202 -0.38184
13 C -0.77288 -2.80917 -0.55813
14 O 0.29984 -2.13434 -0.50707
15 C -0.66133 -4.23062 -0.77667
16 C -1.74964 -5.02054 -0.83989
17 C -3.07985 -4.50308 -0.68565
18 C -4.19635 -5.35202 -0.75766
19 C -5.46686 -4.85488 -0.60605
20 C -5.64169 -3.48453 -0.38054
21 C -4.56073 -2.63734 -0.30883
22 C -3.25150 -3.12671 -0.45675
23 H 1.14852 3.81193 -0.36592
24 H 2.16443 2.41658 0.03540
25 H 1.17079 3.16990 1.31352
26 H -0.83891 4.42421 0.40771
27 H -3.22170 4.83820 0.87678
28 H -4.82019 2.94829 0.94094
29 H -4.01144 0.64101 0.55041
30 H 0.34153 -4.61886 -0.89463
31 H -1.63627 -6.08491 -1.01450
32 H -4.03631 -6.40933 -0.93477
33 H -6.32429 -5.51225 -0.66158
34 H -6.64055 -3.08386 -0.26187
35 H -4.71087 -1.58120 -0.13946
36 Br -0.47119 -0.14372 6.87497
37 C 0.14236 -0.15493 5.08264
38 C 1.40253 0.33155 4.78204
39 C 1.84934 0.32750 3.47086
40 C 1.04626 -0.16220 2.43238
41 C -0.22025 -0.65118 2.76843
42 C -0.67080 -0.64944 4.07650
43 N 1.46930 -0.15609 1.10242
44 C 2.77987 -0.21411 0.83267
45 C 3.17290 -0.16207 -0.50964
46 C 4.50315 -0.14518 -0.98451
47 C 4.73035 -0.08369 -2.33114
48 C 3.64559 -0.02572 -3.22547
49 C 2.36966 -0.03871 -2.71513
50 N 2.13773 -0.12276 -1.40051
51 H 2.03486 0.72553 5.56603
52 H 2.82385 0.75066 3.26444
53 H -0.84697 -1.07806 2.00047
54 H -1.65068 -1.04328 4.30984
55 H 3.52089 -0.34416 1.61226
56 H 5.31745 -0.17594 -0.27306
57 H 5.74472 -0.07286 -2.70866
58 H 3.79661 0.02521 -4.29325
59 H 1.48393 0.01262 -3.33285
60 Cl -1.84903 3.29481 -5.41022
61 C -1.79100 3.40406 -3.64034
62 Cl -2.86252 2.21112 -2.91934
63 Cl -2.26362 5.03870 -3.12659
64 C -0.40686 3.18321 -3.21338
65 N 0.68099 3.05910 -2.87307
66 F -0.35953 0.18904 -2.21889

Here are the natural (NBO) charges for atoms 1 to 8, given in e: 1.520, -0.247, -0.555, 0.367, -0.310, -0.179, -0.228, -0.194

***

3.
C17H19Cl2CoN2O7 as an isolated structure, computed with ωB97M-V/def2-TZVPD.

The LUMO energy (spin up / spin down) comes out at -3.6 / -3.5 eV. The spin multiplicity is 2. The net charge is +1. The expectation value of S² is 0.76. The energy comes out at -97916.842 eV. The calculation puts the energy above the lowest of the compared OMol25 structures with the same formula, charge and spin at 46.78 kJ/mol.

Element x y z (Å)
1 Co -0.03380 0.22820 -0.20060
2 O 1.98820 -3.22950 1.45250
3 C 1.15830 -2.24610 1.19630
4 O 1.33980 -1.45430 0.29440
5 C -0.05920 -2.23280 2.10210
6 O -0.88930 -1.11570 1.86020
7 C -0.86470 -0.12770 2.87630
8 C 0.36830 0.84660 2.66160
9 O 1.01220 1.19250 3.61920
10 O 0.52720 1.13010 1.44290
11 H 2.74150 -3.23800 0.83330
12 H 0.28060 -2.27020 3.14210
13 H -0.64970 -3.14030 1.91020
14 H -0.82230 -0.57050 3.87440
15 H -1.77570 0.46480 2.76510
16 Cl 2.20140 3.42010 0.09530
17 C 2.96880 1.95430 -0.51010
18 Cl 1.84400 1.00350 -1.49610
19 H 3.27790 1.34260 0.33560
20 H 3.81060 2.23790 -1.13890
21 O -5.94520 -2.13660 -2.90630
22 C -5.06390 -3.00660 -2.24850
23 C -3.78890 -2.29930 -1.90030
24 C -2.72730 -2.99500 -1.32550
25 C -1.58410 -2.30310 -0.98680
26 N -1.44010 -0.99520 -1.16950
27 C -2.44120 -0.32140 -1.75790
28 C -3.62850 -0.94030 -2.13370
29 C -2.20730 1.11310 -1.94820
30 C -2.88130 1.86090 -2.90320
31 C -2.67350 3.23410 -2.97570
32 C -3.40030 4.02750 -4.03480
33 O -3.39670 3.36800 -5.27420
34 C -1.77870 3.79760 -2.07300
35 C -1.09690 2.97320 -1.19010
36 N -1.30020 1.66430 -1.12600
37 H -6.71390 -2.63020 -3.21140
38 H -4.82550 -3.88040 -2.87270
39 H -5.50770 -3.39410 -1.31600
40 H -2.79970 -4.05590 -1.14650
41 H -0.73560 -2.81680 -0.56540
42 H -4.43640 -0.39210 -2.59100
43 H -3.55570 1.39430 -3.60430
44 H -2.98100 5.03810 -4.10890
45 H -4.45890 4.10510 -3.75700
46 H -2.51550 3.39040 -5.66540
47 H -1.59670 4.85980 -2.05100
48 H -0.36970 3.38100 -0.50200

Here are the natural (NBO) charges for atoms 1 to 8, given in e: 1.313, -0.634, 0.808, -0.645, -0.188, -0.554, -0.195, 0.759

***

4.
One molecule with the formula C9H17NO2, computed with ωB97M-V/def2-TZVPD.

The LUMO energy comes out at 0.8 eV. As for the SMILES: CCOC(=O)CN1CCCCC1. The energy comes out at -15185.508 eV. The calculation puts the energy above the lowest of the compared OMol25 structures with the same formula, charge and spin at 837.89 kJ/mol.

Element x y z (Å)
1 C 1.52195 -2.77647 2.39196
2 C 2.03100 -2.77788 0.89355
3 H 3.11814 -2.85194 0.74181
4 H 1.66668 -3.73218 0.46904
5 O 1.88689 -1.61339 0.25636
6 C 0.47956 -1.75296 -0.20980
7 O -0.40759 -2.66908 0.04750
8 C 0.38517 -0.45054 -1.19185
9 N -0.93927 0.06362 -0.92867
10 C -1.23479 0.61936 0.49283
11 C -0.56777 1.75313 0.61359
12 C -0.87958 2.85278 -0.33359
13 C -0.63622 2.58132 -1.55878
14 C -1.51737 1.05621 -1.91989
15 H -1.16257 0.74131 -2.88656
16 H -2.60814 1.13870 -1.62576
17 H -1.18356 3.24374 -2.24528
18 H 0.26636 2.30390 -1.76127
19 H -0.47281 3.94827 -0.23470
20 H -2.16073 3.05926 -0.09170
21 H 0.64689 1.76361 0.67940
22 H -0.87531 2.02413 1.79106
23 H -0.95798 -0.28344 1.08155
24 H -2.44681 0.55220 0.65497
25 H 0.50404 -0.75281 -2.42725
26 H 1.07949 0.28102 -0.97238
27 H 2.00620 -3.55278 3.10579
28 H 1.98046 -1.91043 2.66194
29 H 0.47764 -2.85869 2.50613

Here are the natural (NBO) charges for atoms 1 to 8, given in e: -0.639, -0.091, 0.180, 0.187, -0.504, 0.789, -0.562, -0.291

***

5.
C26H24ClN4O2V as an isolated structure, computed with ωB97M-V/def2-TZVPD.

The LUMO energy (spin up / spin down) comes out at -2.4 / -2.6 eV. The spin multiplicity is 4. The net charge is +1. The expectation value of S² is 3.76. The energy comes out at -75614.657 eV. The calculation puts the energy above the lowest of the compared OMol25 structures with the same formula, charge and spin at 0.00 kJ/mol.

Element x y z (Å)
1 V -0.13000 0.35921 -0.06864
2 C 0.84326 3.32107 -0.54658
3 C 2.18921 2.77969 -0.05737
4 C 2.67941 1.62636 -0.89530
5 C 3.91055 1.59503 -1.56091
6 C 4.28582 0.50370 -2.32635
7 C 3.37267 -0.56969 -2.46648
8 C 2.19491 -0.49015 -1.74435
9 N 1.89036 0.52772 -0.88782
10 N -0.37736 2.56969 -0.12740
11 C -1.45826 2.85394 -1.12962
12 C -2.45591 1.72473 -1.14159
13 C -3.44175 1.58183 -2.12911
14 C -4.31522 0.50046 -2.09901
15 C -4.23946 -0.42298 -1.01610
16 C -3.24189 -0.23404 -0.09349
17 N -2.32349 0.76714 -0.20427
18 C -0.83076 3.05162 1.17897
19 C -0.26908 2.24004 2.30968
20 C -0.18302 2.77438 3.61612
21 C 0.34972 1.97742 4.61485
22 C 0.71476 0.62540 4.33628
23 C 0.45561 0.15055 3.06675
24 N 0.00102 0.95193 2.05540
25 H 0.70905 4.35649 -0.22267
26 H 0.81740 3.35821 -1.64811
27 H 2.93640 3.58516 -0.20637
28 H 2.15986 2.51102 1.00957
29 H 4.55297 2.45932 -1.45884
30 H 5.25234 0.52047 -2.81664
31 H 3.51807 -1.41012 -3.15540
32 H 1.42388 -1.25591 -1.84298
33 H -1.94474 3.82861 -0.94269
34 H -0.99604 2.97715 -2.12215
35 H -3.52131 2.38789 -2.85874
36 H -5.03801 0.37883 -2.88723
37 H -4.92491 -1.25143 -0.91271
38 H -3.08089 -0.87706 0.76412
39 H -0.61059 4.12744 1.32190
40 H -1.94516 2.93997 1.24633
41 H -0.54132 3.78085 3.77494
42 H 0.41217 2.35108 5.61475
43 H 1.11938 -0.04506 5.09581
44 H 0.53544 -0.90836 2.76170
45 Cl 0.56845 -8.14961 0.36659
46 C 0.24395 -6.47938 0.04185
47 C 1.16616 -5.51411 0.44779
48 C 0.97516 -4.17714 0.22509
49 C -0.19386 -3.73065 -0.39881
50 C -1.05363 -4.66296 -0.91698
51 C -0.87938 -6.01728 -0.63704
52 C -0.47914 -2.22871 -0.43451
53 O -0.75001 -1.60645 -1.48886
54 O -0.36706 -1.60415 0.69465
55 H 2.07394 -5.83902 0.93649
56 H 1.76833 -3.49327 0.49283
57 H -1.90016 -4.38594 -1.50333
58 H -1.62791 -6.69094 -1.02402

Here are the natural (NBO) charges for atoms 1 to 8, given in e: 1.303, -0.202, -0.455, 0.245, -0.245, -0.122, -0.240, 0.049

***

6.
A 2-piece molecular cluster, CHF2IO overall, computed with ωB97M-V/def2-TZVPD.

The LUMO energy comes out at -1.6 eV. As for the SMILES: O=CF.FI. The energy comes out at -16634.847 eV. The calculation puts the energy above the lowest of the compared OMol25 structures with the same formula, charge and spin at 140.72 kJ/mol.

Element x y z (Å)
1 C -1.24408 -0.02011 0.25684
2 O -0.43373 -0.52041 0.95239
3 F -1.64043 -0.55759 -0.88512
4 F 1.92228 -0.52132 -0.51357
5 I 3.35552 0.73605 -0.09413
6 H -1.95957 0.88338 0.28357

So, what does the natural (NBO) scheme give us? The charges, in e, come out as: 0.729, -0.503, -0.340, -0.535, 0.535, 0.115

***

> energy of number 1 (C28H70HfNO15)?

-63645.111 eV

***

> Which value of energy does entry 4 give?

-15185.508 eV

***

> Look up the energy of the second one.

-192002.729 eV

***

> energy of number 6 (CHF2IO)?

-16634.847 eV